# 1
Density functional theory data (the ωB97M-V functional and the def2-TZVPD basis) for 7 unconnected molecules or ions with the total composition C23H60O7.

Atoms and positions in Å:
C  -0.909  -1.440  -1.275
H  1.357  2.856  -0.232
H  4.423  -1.089  0.537
H  -1.765  0.048  3.230
H  -3.557  2.095  -1.362
H  -1.443  -0.342  -7.280
H  5.386  -5.058  4.339
H  3.775  -2.622  -0.194
H  -0.094  -1.427  0.716
H  2.469  3.685  0.842
H  -3.082  2.934  0.150
H  0.573  -3.036  -1.280
O  -2.654  -0.797  5.604
H  4.597  -5.599  2.869
C  -3.707  -1.761  -6.713
C  -2.617  4.053  -1.650
H  2.831  -1.482  2.510
H  -2.008  -1.187  -4.059
H  -1.568  4.258  -3.348
C  -1.777  -1.697  7.644
H  -2.175  -0.887  8.255
C  2.921  -2.224  1.717
O  -2.023  3.581  -2.841
H  2.912  0.289  -4.307
H  -0.055  -2.682  -2.863
H  -2.718  1.102  4.218
H  1.283  -0.477  -4.034
C  -3.340  -0.972  4.394
H  2.069  2.421  -3.160
H  -4.407  -2.508  -6.341
H  -1.972  -2.659  -5.991
H  -1.821  0.389  -5.650
C  1.334  2.025  2.573
C  2.015  0.253  -3.688
C  -0.092  2.677  2.395
H  4.094  -3.135  4.096
H  6.191  -4.740  2.779
O  3.610  -3.415  2.112
H  3.661  3.012  -1.194
H  -1.958  5.514  -0.074
H  1.917  2.799  3.072
H  -0.553  -0.918  -5.931
O  -1.378  -0.473  -2.198
C  -2.788  0.239  3.556
H  -1.724  -2.152  -1.148
H  4.291  2.409  0.393
H  0.995  1.951  -4.451
C  -2.627  -1.999  6.448
C  0.263  -2.218  -1.929
H  1.917  -2.601  1.522
H  -0.663  0.167  -2.144
C  3.550  -1.724  0.383
H  -0.206  2.195  -2.582
H  1.192  1.043  3.025
C  1.369  1.647  -3.473
H  -3.348  -1.989  4.003
H  -0.816  4.323  -0.423
C  -1.522  -0.501  -6.204
H  2.720  -1.246  -0.137
H  -4.367  -0.898  -6.796
H  -3.486  4.638  -1.951
O  2.042  1.697  1.421
H  5.292  -2.568  3.074
H  1.210  -1.707  -2.106
H  -0.023  3.752  2.224
H  -1.313  -0.206  0.412
H  -1.755  -2.463  8.418
H  -4.389  -0.735  4.568
C  -2.821  2.747  -0.892
H  -2.255  -2.813  5.826
H  -3.652  -2.233  6.736
C  -2.451  -1.689  -5.854
O  -2.779  -1.551  -4.500
O  0.460  1.512  -2.472
H  -3.345  -2.012  -7.711
H  -1.922  2.133  -0.857
H  -0.969  5.440  -1.604
C  5.230  -4.817  3.287
H  -0.735  2.186  1.664
H  3.573  1.291  -0.667
H  -3.404  0.382  2.668
H  0.319  -0.033  -0.240
H  2.418  -0.057  -2.724
C  2.249  2.722  0.379
H  -0.698  2.673  3.301
C  -1.606  4.900  -0.904
H  -0.789  -1.385  7.305
C  3.503  2.333  -0.356
C  -0.482  -0.746  -0.041
C  4.595  -3.401  3.166

- SMILES string: CC(C)O.CC(C)O.CC(C)O.CCOCC.CCOCC.CCOCC.CCO
- Frontier orbital gap: 0.359 Ha
- Charge: 0
- HOMO energy: -9.231 eV
- Energy: -39153.0164 eV

---

# 2
Density functional theory data (the ωB97M-V functional and the def2-TZVPD basis) for a molecular structure, C23H61CuO22S7.

Atoms and positions in Å:
H  -3.124  -0.674  -6.353
H  5.892  -4.364  -7.053
H  -1.063  -1.514  -1.235
O  -0.566  3.351  3.679
O  -0.460  5.187  5.346
H  -2.017  -2.671  6.160
H  0.208  1.797  0.220
H  -1.601  0.385  5.597
O  -2.595  -1.316  -4.118
C  4.730  -3.446  -5.575
H  2.349  -0.255  -0.559
H  3.427  0.960  5.793
H  -2.841  -2.178  1.075
C  6.064  -3.631  -6.262
C  -3.309  -2.662  -7.055
H  6.518  -2.726  -6.658
H  -1.611  2.648  -3.820
H  1.749  -1.527  4.957
O  -2.481  3.750  5.138
O  -1.294  3.903  0.044
S  -0.945  4.782  -1.034
H  4.024  -3.047  -6.309
C  2.711  0.147  5.909
C  -2.474  -1.405  -6.844
O  -5.505  0.672  -0.574
O  -2.726  -2.460  3.418
O  4.090  -0.443  -3.422
H  -2.266  -0.931  -7.807
O  -3.405  -0.523  -0.060
H  -4.170  -2.500  -7.704
S  3.586  -1.610  -4.118
H  -2.893  6.103  3.643
C  1.805  3.521  3.470
C  0.481  3.735  2.782
S  -1.388  4.451  4.539
C  -2.691  -1.747  0.086
H  0.940  0.116  -1.471
H  2.223  -0.248  3.834
H  2.834  -0.489  6.788
C  -5.396  -0.675  1.632
C  -1.189  -1.498  -0.152
H  -2.402  0.866  -2.139
H  -3.108  -0.170  4.815
C  2.517  -0.787  4.744
H  0.396  3.104  1.899
H  0.141  0.015  -3.398
H  -2.378  1.435  4.434
H  2.902  -3.634  1.783
C  1.098  1.196  0.401
O  -0.444  -2.558  -3.964
H  0.518  -0.202  -5.172
H  0.958  3.593  -1.221
C  -0.242  -0.052  -4.410
H  2.654  3.800  2.841
H  -0.223  -3.149  5.917
O  -1.246  -1.641  -6.185
O  5.119  -3.192  3.514
H  -0.458  -2.134  0.342
C  -1.411  2.760  -2.757
S  -5.017  -0.597  -0.111
H  2.489  -3.692  -3.592
C  2.719  -2.741  2.380
H  1.794  4.128  4.376
H  1.834  0.744  6.189
H  -6.453  -0.477  1.778
H  -1.593  -4.250  5.714
S  3.759  -2.908  3.861
H  -4.761  0.090  2.073
H  1.954  2.476  3.753
O  4.896  -2.471  -4.533
O  3.021  -3.715  4.817
H  0.431  4.792  2.513
O  -0.474  -3.586  3.126
S  -1.393  -2.767  3.872
C  -1.256  -3.214  5.602
H  1.664  -2.663  2.639
H  -1.222  6.018  2.772
H  -2.315  2.093  -0.891
H  3.044  -1.874  1.809
O  2.744  -1.401  -5.252
H  4.299  -4.419  -5.319
O  -0.597  -1.331  4.070
H  0.892  0.388  1.101
Cu  4.349  1.752  -2.490
O  -1.319  6.156  -1.023
H  1.829  -2.184  -2.843
O  -5.369  -1.808  -0.808
H  -3.649  -3.053  -6.098
H  -2.492  4.807  2.545
C  -2.434  1.942  -1.957
H  -0.447  0.552  3.354
H  -0.943  0.732  -4.692
C  -2.188  0.388  4.678
H  -5.122  -1.668  1.984
C  1.715  0.600  -0.851
C  2.717  -2.780  -3.053
C  -1.259  -0.145  3.578
H  -0.398  2.384  -2.553
H  -1.748  -0.292  2.611
H  -3.420  2.256  -2.301
H  -3.001  -2.465  -0.671
H  0.981  4.900  -2.386
O  -1.515  4.136  -2.417
C  0.814  4.669  -1.338
H  1.363  5.267  -0.620
H  6.803  -4.071  -5.589
H  3.344  -2.947  -2.180
O  3.777  -1.391  4.400
C  -2.064  5.529  3.245
H  -2.752  -3.433  -7.594
S  -1.245  -1.514  -4.540
O  2.382  1.498  -1.639
H  -1.024  -0.483  0.226
H  1.842  1.824  0.901

- Energy above the lowest of the compared OMol25 structures with the same formula, charge and spin: 73.1 kcal/mol
- <S²>: 0.75
- Frontier orbital gap (spin up / spin down): 0.280 / 0.220 Ha
- Charge: +1
- HOMO energy (spin up / spin down): -12.934 / -12.934 eV
- Energy: -190357.9882 eV
- Multiplicity: 2

---

# 3
Density functional theory data (the ωB97M-V functional and the def2-TZVPD basis) for 13 unconnected molecules or ions with the total composition C23H62BO20.

Atoms and positions in Å:
H  19.828  6.510  -22.861
C  13.284  9.165  -14.724
C  19.953  7.236  -22.059
C  13.596  13.178  -15.111
C  21.051  8.612  -14.235
O  21.319  7.051  -12.356
O  17.327  16.020  -17.112
C  12.232  12.499  -15.304
H  19.849  9.662  -10.119
H  10.693  6.474  -19.925
H  12.731  7.716  -19.684
H  17.788  10.274  -10.955
H  15.422  14.175  -11.204
C  20.856  6.774  -20.924
H  18.737  11.376  -20.836
H  16.846  15.808  -17.913
H  17.142  15.876  -15.079
H  19.653  12.637  -10.910
H  20.293  9.089  -14.863
O  16.779  10.714  -16.092
H  21.137  11.667  -10.986
H  19.773  11.339  -12.046
C  23.112  9.407  -17.704
C  12.644  6.808  -19.082
H  20.332  5.940  -20.441
H  15.929  5.730  -15.660
H  11.862  12.204  -14.316
H  16.263  6.912  -13.465
C  17.851  8.613  -18.284
C  16.325  13.565  -11.193
H  13.450  9.380  -15.780
O  15.161  5.963  -22.891
C  20.046  11.624  -11.027
H  17.283  12.511  -9.828
H  23.411  8.384  -17.979
H  18.923  9.868  -20.652
H  13.936  7.076  -14.995
C  16.695  15.462  -15.983
H  19.725  8.414  -12.558
H  15.442  5.544  -23.708
H  12.393  9.676  -14.371
H  15.919  6.154  -20.980
H  21.361  9.610  -18.961
H  15.865  3.520  -14.815
H  19.749  10.956  -8.997
O  19.387  10.674  -20.944
H  13.483  14.176  -14.684
H  11.168  14.127  -15.446
H  14.169  9.487  -14.169
H  17.548  5.778  -15.037
C  19.433  10.672  -10.003
H  23.356  9.471  -16.636
H  21.097  8.701  -17.454
C  11.218  6.306  -18.986
O  18.027  10.655  -10.097
C  21.630  9.538  -17.907
O  11.310  13.338  -15.973
H  20.461  9.157  -22.040
C  13.114  7.653  -14.567
H  24.719  10.094  -18.653
H  10.691  6.919  -18.243
H  16.951  5.545  -12.708
C  16.424  8.073  -17.993
C  16.129  5.595  -21.888
H  18.949  7.456  -21.674
O  18.295  9.125  -17.164
H  17.107  5.905  -22.268
O  20.429  8.432  -22.676
C  20.386  7.773  -13.146
H  15.185  5.525  -13.211
O  17.614  9.827  -12.862
C  16.878  11.087  -14.827
O  16.721  3.933  -14.968
O  13.133  7.005  -17.757
H  11.145  5.312  -18.549
O  15.798  7.349  -18.720
C  16.208  5.817  -13.454
H  14.098  7.103  -17.782
H  21.214  10.441  -17.454
O  17.509  8.849  -14.873
H  17.096  14.160  -11.698
H  16.173  12.628  -11.731
H  12.489  11.605  -15.869
H  21.644  9.401  -13.765
H  15.621  15.661  -15.973
H  21.637  8.003  -14.922
H  14.159  12.517  -14.450
H  16.837  14.386  -15.842
O  16.063  8.508  -16.822
H  21.635  7.636  -11.661
O  18.458  8.503  -19.305
O  16.704  13.283  -9.858
H  21.752  6.313  -21.346
B  17.172  9.307  -16.222
H  21.097  7.543  -20.198
O  11.915  7.218  -15.200
O  16.565  12.124  -14.344
C  16.561  5.339  -14.860
H  19.776  7.024  -13.656
O  23.790  10.310  -18.557
H  14.153  13.215  -16.046
H  12.175  7.063  -16.126
H  16.083  4.520  -21.699
H  13.297  6.064  -19.550
H  13.062  7.396  -13.510
C  17.399  9.859  -14.040

- Energy above the lowest of the compared OMol25 structures with the same formula, charge and spin: 3.0 kcal/mol
- Frontier orbital gap: 0.365 Ha
- Charge: -1
- HOMO energy: -7.740 eV
- Energy: -66488.7485 eV

---

# 4
Density functional theory data (the ωB97M-V functional and the def2-TZVPD basis) for a molecular structure, C23H64BaBeN2O27S7.

Atoms and positions in Å:
C  -1.890  -4.401  -1.585
O  1.003  -1.232  0.797
C  -1.106  1.768  3.119
C  -3.262  1.285  7.196
O  -1.380  4.364  0.769
H  -5.126  1.533  3.443
C  2.858  4.341  1.463
H  1.358  3.136  -3.734
H  -2.661  5.339  2.771
H  2.800  -5.331  -4.296
H  1.106  4.558  -4.339
S  3.156  2.448  -0.413
S  -3.383  -0.059  0.564
H  -2.124  7.009  2.669
O  -4.035  1.107  -0.043
H  -0.762  2.420  2.316
C  2.553  -3.304  1.233
H  -5.755  -1.370  2.571
O  -0.022  -4.361  -3.538
O  2.462  3.032  1.007
H  -2.094  -5.272  -2.209
C  0.895  -3.127  4.625
S  -0.197  -4.120  -2.107
H  -0.115  -3.439  4.891
H  -2.436  -3.515  -1.909
O  1.903  -1.408  3.244
O  -1.389  1.654  5.685
H  2.111  3.646  3.297
H  -4.053  -1.520  -1.139
H  -2.880  3.057  6.264
C  2.001  4.534  2.675
H  0.424  -7.901  -0.039
S  -0.438  2.567  4.677
H  2.720  4.008  -4.207
C  0.784  -7.741  -1.055
H  -5.074  -1.742  0.242
C  0.935  0.677  -4.790
O  2.751  -1.580  -1.636
C  0.241  -6.633  -1.872
S  2.194  -1.494  1.579
N  -0.676  -2.025  -5.424
Ba  0.167  -0.158  -1.649
H  -0.831  -6.783  -2.003
C  -4.035  -1.595  -0.051
H  5.695  -0.342  -3.102
H  -2.571  3.567  -2.602
H  -3.510  3.277  -1.109
H  5.354  3.138  0.138
H  -2.868  0.442  7.765
H  2.698  5.095  0.692
S  -1.031  3.718  -0.722
H  -2.194  1.801  3.057
N  1.793  4.044  -3.807
O  -2.115  0.871  -2.910
C  3.252  -3.138  -4.203
H  -0.701  -2.988  -5.118
H  1.421  -3.949  4.138
H  -5.837  -0.137  1.475
H  -2.032  6.190  0.284
O  -1.854  -1.205  -3.098
O  -4.008  -0.192  2.196
O  0.016  4.611  -1.243
H  0.246  -1.667  -5.221
H  -1.039  -1.935  -6.363
C  4.629  -0.501  -3.260
O  0.578  1.535  -3.932
H  -0.358  6.236  0.957
O  2.562  1.128  -0.816
Be  -1.565  2.191  -5.287
O  -2.758  -0.022  -4.648
H  0.624  -8.721  -1.506
H  2.994  -3.428  0.244
H  0.785  -6.711  -2.813
H  -1.102  5.669  3.073
C  -5.343  -0.373  2.418
C  -2.216  2.299  6.679
H  1.543  -2.782  5.430
C  4.896  2.151  0.076
H  1.849  4.544  -2.931
H  2.265  -2.956  -3.779
H  -6.673  0.815  3.423
H  3.261  -3.637  1.992
O  4.130  -3.185  -3.112
O  3.144  3.494  -1.408
H  -3.011  4.929  -1.580
C  -1.332  5.748  0.992
H  3.920  4.247  1.691
C  0.646  -1.904  3.637
H  -0.712  0.775  2.905
H  4.124  -4.802  -5.437
H  -5.436  0.204  4.579
O  3.436  -0.804  1.298
O  0.221  -2.822  -1.607
H  -1.257  -1.589  -4.722
C  3.210  -4.528  -4.910
C  -5.621  0.570  3.569
H  -4.093  1.572  7.841
H  2.468  -4.425  -5.702
O  -1.899  -0.196  0.610
O  0.941  2.091  4.908
C  -2.725  3.878  -1.569
H  1.873  -7.773  -1.084
H  4.822  1.773  1.095
H  3.436  -2.283  -4.854
H  2.405  5.344  3.281
H  -3.694  0.884  6.279
S  4.080  -1.901  -2.107
H  1.673  -3.926  1.397
O  5.049  -2.083  -0.945
C  -2.383  -0.134  -3.472
O  -0.743  2.294  -0.482
H  -3.317  -2.292  0.381
C  -1.878  5.988  2.377
O  1.303  -0.445  -4.382
H  -1.578  2.816  7.395
H  4.424  -0.582  -4.328
O  -0.908  3.978  4.816
H  0.932  4.662  2.508
H  5.365  1.664  -0.779
H  4.258  0.412  -2.794
O  0.567  -5.372  -1.297
H  -1.999  -4.703  -0.543
O  0.670  0.941  -6.012
H  0.041  -1.109  4.073
H  0.066  -2.414  2.868

- Frontier orbital gap: 0.163 Ha
- Charge: +2
- HOMO energy: -13.403 eV
- Energy: -160074.3517 eV